No. 1
C17H16Br2N3O2PmS2 | ωB97M-V/def2-TZVPD

XYZ file:
```
43
Properties=species:S:1:pos:R:3
Pm -0.46631 0.23569 1.30664
O 3.85297 0.75558 1.74821
C 2.76145 0.16827 1.50867
N 1.79440 0.51528 0.64512
C 2.12666 1.33082 -0.42529
O 3.17219 1.39336 -0.97651
C 1.02793 2.25024 -0.95182
C 1.16251 2.98506 -2.11871
C 0.20009 3.86133 -2.49682
C -0.98767 3.89583 -1.82282
C -1.14870 3.07752 -0.65304
N -0.10013 2.33344 -0.24246
C 2.49790 -1.04628 2.29297
C 3.53305 -1.78465 2.77180
C 3.23193 -2.96765 3.36738
C 1.92762 -3.32817 3.56940
C 0.88887 -2.47074 3.12815
N 1.18049 -1.36170 2.47566
H 2.12455 3.06074 -2.74012
H 0.36599 4.48211 -3.33522
H -1.72140 4.71182 -2.05032
H -1.98670 3.01168 -0.08691
H 4.55493 -1.36784 2.73544
H 4.00697 -3.58894 3.71055
H 1.66876 -4.25583 4.00600
H -0.10606 -2.70237 3.38007
Br -2.62188 -1.59925 1.86846
C -0.51778 1.37921 3.36604
Br -2.12954 2.31830 2.65210
H 0.15387 2.20169 3.79071
H -0.86651 0.83238 4.24176
C -1.35115 -1.67746 -3.98786
C -1.40120 -1.37894 -2.51029
S -0.06373 -1.29823 -1.62928
C -2.78197 -1.09574 -1.98810
C -4.02672 -1.70662 -2.57115
S -3.02542 -0.06798 -0.77047
H -0.38166 -1.42960 -4.40329
H -2.11556 -1.16550 -4.58581
H -1.35772 -2.71454 -4.03691
H -4.14818 -2.75418 -2.19353
H -3.99549 -1.86414 -3.70684
H -4.93169 -1.17400 -2.28156
```

2S+1: 5
Molecular weight (g/mol): 663.3
Gap between HOMO and LUMO (alpha / beta) (Eh): 0.256 / 0.256
HOMO level (alpha / beta) (eV): -8.745 / -8.754
⟨S²⟩: 6.01
Relative energy (zero: lowest compared OMol25 entry of this formula, charge and spin) (eV): 0.488

Mulliken population analysis, charges in e, atoms 1 to 6: 0.896 -0.674 0.056 0.023 -0.221 -0.580



No. 2
C17H16Cl2FN3O2S | ωB97M-V/def2-TZVPD

XYZ file:
```
42
Properties=species:S:1:pos:R:3
O -3.51299 -1.17395 -0.97722
C -2.91760 -0.13819 -1.18194
C -1.63361 -0.10313 -2.03765
N -0.47750 0.06363 -1.17128
C -0.09524 1.31229 -0.82533
O -0.67533 2.31680 -1.19183
C 1.15679 1.36728 -0.00337
N 1.14684 1.88998 1.19483
S 2.61877 1.89161 1.88308
C 3.37991 1.15937 0.51564
Cl 5.03407 0.79167 0.43059
C 2.42811 0.92976 -0.45254
Cl 2.75191 0.23245 -1.97625
C 0.05953 -1.08538 -0.54233
C 0.06624 -1.17329 0.84632
C 0.61399 -2.27903 1.46893
C 1.13679 -3.29407 0.68758
F 1.67689 -4.36972 1.28923
C 1.11924 -3.23599 -0.69498
C 0.57619 -2.12395 -1.30910
N -3.24186 1.07231 -0.70186
C -4.31229 1.32459 0.24836
C -4.07209 0.62560 1.60224
C -5.45963 0.18921 2.06100
C -6.11082 -0.25892 0.75667
C -5.68876 0.82056 -0.24049
H -1.54754 -1.04815 -2.57354
H -1.66287 0.73349 -2.73920
H -0.36201 -0.37670 1.43543
H 0.62976 -2.36444 2.54354
H 1.53053 -4.04878 -1.27174
H 0.56777 -2.05598 -2.38582
H -2.61547 1.83994 -0.91059
H -4.33749 2.40841 0.38256
H -3.45518 -0.25799 1.43648
H -3.56765 1.27678 2.31494
H -6.00254 1.03730 2.48291
H -5.41889 -0.60327 2.80631
H -7.19278 -0.35405 0.83188
H -5.68945 -1.21592 0.45055
H -5.62212 0.42980 -1.25339
H -6.40302 1.64431 -0.23677
```

Molecular weight (g/mol): 416.3
Gap between HOMO and LUMO (Eh): 0.331
HOMO level (eV): -9.034
Relative energy (zero: lowest compared OMol25 entry of this formula, charge and spin) (eV): 0.067
Structure (SMILES): O=C(CN(C(=O)c1nsc(Cl)c1Cl)c1ccc(F)cc1)NC1CCCC1

Mulliken population analysis, charges in e, atoms 1 to 6: -0.630 0.447 -1.388 0.624 1.132 -0.720



No. 3
C17H16ClIN4O7V | ωB97M-V/def2-TZVPD

XYZ file:
```
47
Properties=species:S:1:pos:R:3
V -0.97632 -0.53100 -0.59318
O -2.71947 0.62194 -3.70270
C -2.18590 0.81821 -2.46649
O -0.88874 0.48491 -2.35199
C -2.62773 2.18977 -1.99039
O -2.47428 2.32435 -0.59998
C -3.43791 1.56923 0.09886
C -3.54745 0.12030 -0.33213
O -4.21455 -0.68682 0.22654
O -2.87074 -0.22749 -1.51363
H -2.23147 -0.11197 -4.10223
H -3.66370 2.36256 -2.29777
H -1.98532 2.92593 -2.47176
H -4.43462 2.01061 -0.02290
H -3.17991 1.56970 1.15515
Cl 3.14837 -5.43347 1.80232
C 1.81389 -4.34735 1.51199
C 0.68941 -4.45141 2.27165
C -0.42397 -3.60367 2.05670
I -2.13541 -3.80496 3.19805
C -0.38209 -2.65352 1.07299
O -1.38610 -1.84867 0.73233
C 0.81679 -2.53199 0.31555
N 0.77247 -1.52101 -0.62843
C 1.83821 -1.35912 -1.39948
C 2.97411 -2.18104 -1.30081
C 3.02962 -3.17732 -0.37018
C 1.91887 -3.37231 0.48505
H 0.64175 -5.20443 3.04651
H 1.79193 -0.55946 -2.12767
H 3.80452 -2.00459 -1.97168
H 3.89940 -3.81296 -0.28040
C 2.38804 3.73092 0.79109
N 1.36295 2.73714 1.00065
C 0.99493 2.20430 2.29370
C 0.08308 1.05053 1.90550
O -0.54308 0.39170 2.68935
N 0.09247 0.91836 0.50599
C 0.84732 1.91989 0.05870
N 1.10174 2.10863 -1.24428
H 2.34097 4.45877 1.59886
H 2.21766 4.27955 -0.13415
H 3.39163 3.29774 0.76649
H 0.45068 2.92633 2.90244
H 1.85184 1.82978 2.85811
H 0.49602 1.61565 -1.90727
H 1.55010 2.95775 -1.53508
```

2S+1: 2
Molecular weight (g/mol): 601.6
Gap between HOMO and LUMO (alpha / beta) (Eh): 0.247 / 0.209
HOMO level (alpha / beta) (eV): -6.653 / -5.648
⟨S²⟩: 0.80
Relative energy (zero: lowest compared OMol25 entry of this formula, charge and spin) (eV): 0.270

Mulliken population analysis, charges in e, atoms 1 to 6: 0.547 -0.563 1.206 -0.869 -1.000 -0.360



No. 4
C17H16CoN4O3S6SbSe4 | ωB97M-V/def2-TZVPD

XYZ file:
```
52
Properties=species:S:1:pos:R:3
Co 0.12072 -1.51815 0.27417
N 3.78158 -3.32222 -0.22999
C 4.22447 -2.19437 -0.88987
C 3.14840 -1.36673 -0.98218
N 2.06445 -1.97297 -0.41112
C 2.47354 -3.14353 0.04606
C 1.55692 -3.93336 0.84125
N 0.41779 -3.38057 1.21358
C -0.24805 -4.30180 1.97285
C 0.50638 -5.43028 2.05954
N 1.64937 -5.18575 1.33094
H 4.35100 -4.10526 0.03364
H 5.24206 -2.09225 -1.22619
H 3.07727 -0.39085 -1.43247
H -1.22236 -4.10634 2.38712
H 0.32059 -6.38081 2.52890
H 2.38783 -5.84711 1.16745
C -2.64390 2.74472 -1.64457
S -3.91230 2.95233 -0.38500
C -4.79131 1.44506 -0.24468
C -4.57290 0.16507 -0.62314
S -3.18356 -0.47605 -1.48669
S -5.84979 -0.98640 -0.24864
C -6.88311 0.08671 0.61990
S -8.28162 -0.35115 1.34669
S -6.30839 1.72558 0.59349
H -2.24193 3.74946 -1.78297
H -3.07752 2.40808 -2.58377
H -1.85693 2.07635 -1.32567
Se -3.62819 -5.39688 0.96989
Sb -2.91586 -4.29256 -1.18192
Se -0.77522 -5.24197 -1.57089
Se -4.64774 -3.75595 -2.65172
Se -2.37387 -1.87461 0.02876
C 3.67833 5.88593 -0.14737
C 2.78352 4.69255 0.02873
C 2.91603 3.56911 -0.78124
C 2.07990 2.47462 -0.62180
C 1.10087 2.49949 0.35434
C 0.93806 3.61581 1.16348
C 1.78227 4.69924 1.00030
S 0.02387 1.11709 0.56731
O 0.68357 0.13195 1.46795
O -1.22465 1.61512 1.06898
O -0.02817 0.41954 -0.74542
H 4.45808 5.69192 -0.88222
H 4.15724 6.15660 0.79498
H 3.10605 6.75292 -0.48308
H 3.67604 3.55518 -1.55422
H 2.15854 1.61717 -1.27750
H 0.14594 3.62871 1.90214
H 1.65666 5.57163 1.63190
```

2S+1: 5
Molecular weight (g/mol): 1013.3
Gap between HOMO and LUMO (alpha / beta) (Eh): 0.249 / 0.193
HOMO level (alpha / beta) (eV): -7.435 / -7.433
⟨S²⟩: 6.01
Relative energy (zero: lowest compared OMol25 entry of this formula, charge and spin) (eV): 0.000

Mulliken population analysis, charges in e, atoms 1 to 6: -0.128 -0.060 -0.713 -0.019 0.065 0.581



No. 5
C17H16F4N2O3Zr | ωB97M-V/def2-TZVPD

XYZ file:
```
43
Properties=species:S:1:pos:R:3
Zr -0.08129 -1.45296 -0.63922
C -2.70527 -2.40461 -1.69738
N -2.29074 -1.72585 -0.43949
C -3.03197 -0.44077 -0.28485
C -2.45597 -2.60166 0.77980
C -1.45925 -2.23114 1.87919
N -0.12285 -2.20881 1.25381
C 1.06478 -1.82888 1.91324
C 2.21112 -1.69139 1.12756
F 2.07096 -1.99982 -0.25913
C 3.43819 -1.27321 1.58173
F 4.45004 -1.18043 0.73838
C 3.57172 -0.96054 2.92326
C 2.46251 -1.08126 3.73710
F 2.54924 -0.79023 5.01925
C 1.22514 -1.50233 3.25300
F 0.19212 -1.59702 4.08547
H -3.77570 -2.62036 -1.68461
H -2.17495 -3.35620 -1.80573
H -2.49920 -1.75226 -2.54954
H -4.09883 -0.66356 -0.22767
H -2.84313 0.20121 -1.14440
H -2.70940 0.06188 0.62399
H -2.28393 -3.63168 0.46403
H -3.48316 -2.51720 1.13856
H -1.52885 -2.96983 2.67875
H -1.68531 -1.25809 2.32231
H 4.52060 -0.63422 3.32674
O 0.96785 1.88461 -3.85367
C 0.90704 2.76032 -2.85274
C 1.16612 4.11831 -3.03523
C 1.09313 4.98150 -1.96640
C 0.76401 4.53670 -0.67279
C 0.50988 3.21296 -0.47441
C 0.57079 2.28953 -1.55599
C 0.29391 0.93500 -1.30089
O 0.28156 -0.03415 -2.16074
O 0.00766 0.49661 -0.07049
H 1.21561 2.32425 -4.67716
H 1.42490 4.48647 -4.02021
H 1.29645 6.03194 -2.13056
H 0.71667 5.23923 0.14581
H 0.25781 2.84797 0.51130
```

Net charge: +2
Molecular weight (g/mol): 463.5
Gap between HOMO and LUMO (Eh): 0.264
HOMO level (eV): -14.884

Mulliken population analysis, charges in e, atoms 1 to 6: 1.455 -1.057 0.147 -1.189 -1.047 -0.559



No. 6
C17H16FNO3 | ωB97M-V/def2-TZVPD

XYZ file:
```
38
Properties=species:S:1:pos:R:3
O 0.40940 -2.06129 -0.39677
C 0.27809 -1.23677 0.47966
C -1.03728 -1.03380 1.21433
C -2.20398 -1.45469 0.31197
C -2.28802 -0.61211 -0.96975
C -2.28058 0.85588 -0.65256
C -3.41869 1.47845 -0.15402
C -3.40090 2.82136 0.17800
C -2.24160 3.56161 0.01748
C -1.10321 2.95257 -0.48228
C -1.12421 1.60924 -0.81470
C -2.04515 -2.94102 0.02564
O -1.79549 -3.75465 0.87572
O -2.27828 -3.26926 -1.24333
N 1.26628 -0.40756 0.92001
C 2.58823 -0.30170 0.47653
C 3.12086 -1.12606 -0.51162
C 4.43394 -0.96618 -0.91283
C 5.20774 0.01628 -0.32367
F 6.49027 0.17260 -0.71609
C 4.70115 0.84611 0.66037
C 3.38865 0.68230 1.05648
H -1.02586 -1.68714 2.09135
H -1.15901 -0.00033 1.53950
H -3.13173 -1.34240 0.88503
H -1.44175 -0.86169 -1.60947
H -3.20298 -0.87794 -1.50145
H -4.32725 0.90629 -0.03019
H -4.29381 3.29277 0.56186
H -2.22710 4.60989 0.27656
H -0.19679 3.52523 -0.61615
H -0.23410 1.13891 -1.20905
H -2.12022 -4.21742 -1.37335
H 1.02189 0.24008 1.65649
H 2.50489 -1.88714 -0.95942
H 4.85923 -1.59754 -1.67636
H 5.32868 1.60342 1.10237
H 2.97870 1.32370 1.82370
```

Molecular weight (g/mol): 301.3
Gap between HOMO and LUMO (Eh): 0.338
HOMO level (eV): -8.612
Structure (SMILES): O=C(C[C@@H](Cc1ccccc1)C(=O)O)Nc1ccc(F)cc1

Mulliken population analysis, charges in e, atoms 1 to 6: -0.638 0.472 -1.259 0.259 -1.345 0.062